Run i
7
Properties=species:S:1:pos:R:3:mulliken_charge:R:1 method="wB97M-V/def2-TZVPD" homo_energy_ev=-8.7 orbital_gap_ha=0.2860
C -0.272 1.200 -0.679 0.8501
C 0.721 0.387 -0.691 -0.8964
O -1.265 1.735 -0.686 -0.2726
Cl -2.098 -0.966 1.366 -0.2199
I -0.226 -1.795 2.218 0.2262
I 0.453 -1.448 -1.551 0.1931
I 2.686 0.887 0.023 0.1195



Run ii
7
Properties=species:S:1:pos:R:3:mulliken_charge:R:1 method="wB97M-V/def2-TZVPD" homo_energy_ev=-8.8 orbital_gap_ha=0.2803
C -0.522 -0.485 1.385 0.8781
C -1.007 -0.414 0.217 -0.7756
O -0.015 -0.606 2.458 -0.3931
Cl 1.787 2.116 -1.619 -0.2259
I 2.985 0.360 -0.899 0.2110
I -1.283 1.239 -1.041 0.2033
I -1.945 -2.210 -0.501 0.1022



Energies relative to the most stable structure, in hartree: run i 0.0000; run ii 0.0090.



Run i
15
Properties=species:S:1:pos:R:3:mulliken_charge:R:1 method="wB97M-V/def2-TZVPD" homo_energy_ev="-7.4 / -7.4" orbital_gap_ha="0.3047 / 0.3047"
C 1.563 0.849 -0.355 0.0639
C 1.591 -0.494 -0.100 -0.4183
C 0.384 1.533 -0.434 -0.8174
C 0.604 -1.424 -0.162 -0.1634
C -1.357 -0.008 -0.034 0.0847
N -0.747 -1.282 -0.369 -0.0903
N -1.693 0.335 1.349 -0.5685
F -2.299 0.319 -0.949 -0.2885
H 2.465 1.374 -0.594 0.3328
H 2.573 -0.839 -0.057 0.3364
H 0.323 2.560 -0.652 0.3699
H 0.868 -2.520 -0.252 0.2795
H -1.324 -1.957 -0.832 0.2582
H -2.070 1.358 1.471 0.3148
H -0.882 0.195 1.971 0.3061



Run ii
15
Properties=species:S:1:pos:R:3:mulliken_charge:R:1 method="wB97M-V/def2-TZVPD" smiles=CCc1c[nH]nc1F homo_energy_ev=-9.4 orbital_gap_ha=0.3789
C -1.981 -0.052 -0.141 -0.7125
C -0.682 -0.546 -0.302 0.3637
C -0.924 -1.696 -1.081 0.5832
C 1.107 1.046 -0.953 -0.9594
C 0.677 0.024 0.139 -0.7412
N -2.162 -1.942 -1.399 -0.8019
N -2.809 -0.911 -0.821 0.2784
F 0.030 -2.612 -1.493 -0.2674
H -2.387 0.684 0.556 0.3838
H 0.480 1.917 -0.797 0.3025
H 1.019 0.510 -1.929 0.3265
H 2.141 1.268 -0.789 0.3269
H 0.575 0.347 1.131 0.3962
H 1.277 -0.812 0.102 0.3218
H -3.802 -0.875 -0.959 0.1996



Energies relative to the most stable structure, in hartree: run i 0.1300; run ii 0.0000.



Run i
22
Properties=species:S:1:pos:R:3:mulliken_charge:R:1 method="wB97M-V/def2-TZVPD" smiles="CC(C)[C@H](C)C=S(=N)=O" homo_energy_ev="-9.0 / -9.0" orbital_gap_ha="0.2981 / 0.2983"
C 0.939 -0.630 0.674 -0.9223
C 0.148 1.757 0.540 -2.1843
C -0.802 -0.110 -1.617 -1.1482
C -2.075 -1.354 0.184 -1.7422
C -0.223 0.274 0.820 0.6693
C -1.307 -0.008 -0.177 0.2881
N 3.896 -0.523 0.123 -0.6244
O 2.360 0.770 -1.169 -0.5259
S 2.477 0.051 0.066 0.8832
H 1.204 -1.153 1.612 0.2565
H -0.764 2.265 0.484 0.5423
H 0.748 2.015 1.360 0.4780
H 0.588 1.741 -0.352 0.6443
H -1.211 -0.983 -2.008 0.4484
H -1.166 0.798 -2.125 0.2720
H 0.297 -0.051 -1.470 0.2408
H -1.304 -2.065 0.243 0.4229
H -2.729 -1.508 -0.699 0.4008
H -2.621 -1.235 1.031 0.4808
H -0.548 0.304 1.913 0.4634
H -2.056 0.799 -0.211 0.4158
H 4.149 -1.155 0.778 0.2406



Run ii
22
Properties=species:S:1:pos:R:3:mulliken_charge:R:1 method="wB97M-V/def2-TZVPD" homo_energy_ev=-8.8 orbital_gap_ha=0.3358
C 0.452 -1.315 -2.911 -0.5223
C 0.304 -0.113 -2.430 -0.3048
C 0.750 1.585 0.722 -1.2842
C -0.798 0.193 2.172 -1.6699
C 1.168 -0.854 0.893 -1.6570
C 0.078 0.240 0.929 1.2955
N -2.312 0.545 -0.601 -0.7732
O -1.277 -1.679 -0.377 -0.6677
S -1.048 -0.292 -0.453 1.0062
H 0.843 -1.615 -3.774 0.3945
H -0.040 -2.160 -2.335 0.1533
H 0.589 0.836 -2.895 0.2733
H 1.817 1.380 0.836 0.3613
H 0.677 1.940 -0.394 0.2114
H 0.291 2.368 1.306 0.3961
H -1.292 -0.766 2.611 0.3224
H -1.779 0.631 1.902 0.4687
H -0.574 0.798 3.014 0.4385
H 0.528 -1.759 0.925 0.4751
H 1.715 -0.725 -0.126 0.3827
H 2.005 -0.748 1.606 0.4324
H -2.096 1.508 -0.620 0.2678



Energies relative to the most stable structure, in hartree: run i 0.0000; run ii 0.0055.